No. 1
The following is a DFT calculation (ωB97M-V/def2-TZVPD) of a gas-phase ion, C3H6NO2 (charge -1).

Results
* ΔE to the lowest compared entry with this formula, charge and spin: 193.8 kJ/mol
* Kohn-Sham gap: 6.6 eV
* F_max: 0.83 eV/A
* charge: -1

Each line ends with the natural charge from an NBO analysis.
Cartesian coordinates (Å):
O: 2.747 0.336 -0.393  -0.672
C: 1.577 -0.001 -0.539  0.524
N: 0.808 -0.569 0.412  -0.610
C: -0.629 -0.758 0.166  -0.261
C: -1.463 0.543 0.034  -0.019
O: -2.742 0.394 0.396  -0.944
H: 1.110 0.098 -1.532  0.103
H: 1.178 -0.338 1.325  0.385
H: -1.108 -1.446 0.861  0.204
H: -0.646 -1.285 -0.783  0.167
H: -1.344 0.891 -1.029  0.067
H: -0.904 1.315 0.639  0.055

No. 2
The following is a DFT calculation (ωB97M-V/def2-TZVPD) of a molecular structure, C37H33N6O5PdS at a distorted geometry.

Results
* spin multiplicity: 3
* ΔE to the lowest compared entry with this formula, charge and spin: 0.0 kJ/mol
* Kohn-Sham gap (spin up / spin down): 7.0 / 7.6 eV
* F_max: 3.12 eV/A
* charge: -1

Each line ends with the Löwdin charge.
Cartesian coordinates (Å):
Pd: -1.304 -0.999 0.989  0.995
C: 2.351 3.299 -2.387  0.021
C: 1.470 2.057 -2.428  -0.591
C: 1.089 1.673 -3.816  0.011
O: 0.296 2.245 -1.652  0.002
C: 0.718 1.851 -0.319  -0.158
C: 1.598 0.644 -0.575  -0.136
O: 2.123 0.909 -1.888  -0.005
C: 1.222 -0.864 -0.414  -0.443
O: 0.775 -1.073 0.875  -0.274
C: 0.262 -1.421 -1.472  -0.143
C: 0.506 -2.673 -2.009  -0.071
C: -0.354 -3.232 -2.931  -0.100
C: -1.521 -2.630 -3.356  -0.101
C: -1.738 -1.379 -2.831  -0.094
C: -0.899 -0.801 -1.889  -0.061
C: 2.609 -1.510 -0.531  -0.158
C: 3.295 -1.694 -1.747  -0.033
C: 4.609 -2.161 -1.724  -0.076
C: 5.272 -2.435 -0.506  -0.103
C: 4.570 -2.296 0.679  -0.083
C: 3.258 -1.807 0.651  -0.020
C: -0.478 2.007 0.653  -0.464
O: -1.477 1.103 0.571  -0.278
C: 0.034 2.015 2.122  -0.107
C: -0.868 1.567 3.091  -0.056
C: -0.499 1.417 4.424  -0.080
C: 0.770 1.810 4.851  -0.110
C: 1.687 2.246 3.923  -0.105
C: 1.332 2.390 2.572  -0.036
C: -0.982 3.434 0.384  -0.108
C: -2.306 3.657 -0.083  -0.010
C: -2.741 4.952 -0.356  -0.104
C: -1.874 6.049 -0.253  -0.116
C: -0.584 5.822 0.247  -0.088
C: -0.159 4.541 0.605  -0.031
H: 1.881 4.119 -2.901  0.079
H: 3.342 3.139 -2.839  0.095
H: 2.450 3.580 -1.334  0.081
H: 0.764 2.509 -4.433  0.086
H: 0.345 0.914 -3.745  0.072
H: 1.932 1.308 -4.417  0.097
H: 1.460 2.585 0.001  0.104
H: 2.388 0.697 0.161  0.151
H: 1.372 -3.245 -1.737  0.108
H: -0.066 -4.217 -3.350  0.109
H: -2.198 -3.123 -4.094  0.111
H: -2.589 -0.809 -3.162  0.100
H: -1.128 0.193 -1.500  0.105
H: 2.851 -1.457 -2.684  0.108
H: 5.169 -2.206 -2.607  0.072
H: 6.324 -2.741 -0.459  0.093
H: 5.048 -2.523 1.597  0.083
H: 2.780 -1.666 1.579  0.102
H: -1.803 1.231 2.752  0.066
H: -1.206 1.013 5.148  0.101
H: 1.044 1.706 5.866  0.079
H: 2.700 2.428 4.254  0.090
H: 2.140 2.745 1.890  0.111
H: -2.962 2.815 -0.252  0.100
H: -3.752 5.109 -0.802  0.101
H: -2.216 7.029 -0.532  0.080
H: 0.087 6.691 0.366  0.098
H: 0.782 4.415 1.076  0.089
N: -5.494 -2.022 1.164  0.015
C: -4.693 -1.028 0.759  -0.115
N: -3.520 -1.537 0.403  0.088
C: -3.683 -2.853 0.695  -0.324
N: -4.856 -3.198 1.173  0.132
C: -2.512 -3.753 0.510  -0.204
C: -2.681 -5.138 0.312  -0.064
N: -1.614 -5.862 0.316  0.070
C: -0.402 -5.344 0.384  -0.097
C: -0.254 -3.986 0.606  -0.059
N: -1.363 -3.198 0.670  0.053
H: -6.358 -1.912 1.650  0.147
H: -4.980 0.008 0.739  0.134
H: -3.609 -5.622 0.245  0.100
H: 0.393 -6.084 0.305  0.112
H: 0.658 -3.452 0.751  0.099
O: -1.169 -2.463 5.198  -0.603
S: -1.017 -2.244 3.755  0.634
N: -1.848 -1.257 3.054  -0.475

No. 3
The following is a DFT calculation (ωB97M-V/def2-TZVPD) of 9 unconnected molecules or ions with the total composition C29H68Cl10O13P3 at a distorted geometry.

Results
* ΔE to the lowest compared entry with this formula, charge and spin: 194.7 kJ/mol
* Kohn-Sham gap: 6.2 eV
* F_max: 3.62 eV/A
* charge: -1

Each line ends with the Löwdin charge.
Cartesian coordinates (Å):
C: 0.627 0.933 -2.047  -0.378
O: 0.989 0.767 -3.376  -0.390
H: 1.394 1.380 -1.414  0.022
H: -0.156 1.685 -1.956  0.032
H: 0.354 0.024 -1.511  0.021
C: -6.150 -5.428 -1.804  -0.065
C: -6.538 -3.948 -1.830  -0.232
O: -5.504 -3.136 -1.268  -0.195
P: -5.197 -2.622 0.216  0.489
O: -6.336 -1.942 0.878  -0.251
O: -4.649 -3.930 1.018  -0.192
C: -3.316 -4.307 0.954  -0.273
C: -2.477 -3.475 1.978  -0.057
O: -3.886 -1.645 0.014  -0.212
C: -3.991 -0.459 -0.763  -0.264
C: -2.869 0.457 -0.293  -0.059
H: -5.373 -5.585 -1.055  0.065
H: -6.997 -6.091 -1.624  0.075
H: -5.683 -5.688 -2.754  0.073
H: -6.620 -3.657 -2.877  0.120
H: -7.461 -3.855 -1.257  0.116
H: -3.240 -5.345 1.276  0.116
H: -3.107 -4.248 -0.115  0.108
H: -1.412 -3.690 2.068  0.067
H: -2.644 -2.406 1.845  0.053
H: -2.807 -3.621 3.006  0.076
H: -3.875 -0.723 -1.815  0.118
H: -4.964 0.033 -0.742  0.119
H: -1.953 -0.093 -0.075  0.056
H: -2.709 1.366 -0.872  0.081
H: -3.119 0.801 0.711  0.065
C: 3.235 6.401 1.546  -0.060
C: 3.892 5.163 0.906  -0.279
O: 2.834 4.309 0.569  -0.227
P: 2.482 2.991 1.433  0.485
O: 3.506 1.914 1.265  -0.245
O: 2.329 3.377 3.008  -0.208
C: 2.194 2.375 3.968  -0.279
C: 3.573 2.009 4.569  -0.053
O: 1.039 2.536 0.893  -0.205
C: 0.031 3.528 0.645  -0.220
C: -0.968 3.208 1.781  -0.067
H: 2.941 6.142 2.564  0.066
H: 3.853 7.294 1.635  0.072
H: 2.357 6.691 0.969  0.079
H: 4.342 5.526 -0.018  0.070
H: 4.616 4.618 1.513  0.125
H: 1.486 2.795 4.683  0.116
H: 1.661 1.546 3.501  0.104
H: 4.192 1.550 3.798  0.065
H: 4.144 2.850 4.961  0.073
H: 3.535 1.196 5.295  0.064
H: 0.471 4.525 0.683  0.112
H: -0.541 3.290 -0.251  0.106
H: -1.296 2.169 1.776  0.059
H: -0.514 3.404 2.753  0.065
H: -1.795 3.910 1.669  0.076
C: 0.443 -1.091 1.331  -0.070
C: 1.017 -1.835 2.498  -0.267
O: 0.063 -1.916 3.540  -0.196
P: 0.369 -1.523 5.083  0.460
O: 1.765 -1.202 5.271  -0.201
O: -0.761 -0.360 5.366  -0.186
C: -2.138 -0.478 5.076  -0.259
C: -2.922 0.887 5.144  -0.047
O: -0.102 -2.823 5.890  -0.170
C: 0.174 -2.815 7.267  -0.313
C: -0.733 -3.823 7.921  -0.075
H: 1.200 -0.952 0.559  0.086
H: -0.385 -1.592 0.831  0.047
H: 0.012 -0.138 1.639  0.073
H: 1.336 -2.838 2.213  0.122
H: 1.847 -1.230 2.862  0.108
H: -2.283 -0.904 4.083  0.098
H: -2.587 -1.268 5.679  0.110
H: -2.656 1.557 5.962  0.069
H: -2.706 1.554 4.310  0.053
H: -4.004 0.792 5.049  0.074
H: 1.223 -3.095 7.360  0.121
H: 0.046 -1.884 7.818  0.123
H: -1.763 -3.469 7.972  0.076
H: -0.720 -4.749 7.345  0.080
H: -0.409 -4.060 8.935  0.078
Cl: -3.184 -0.134 -6.224  0.490
C: -1.583 0.274 -5.525  -0.627
C: -0.357 -0.137 -6.434  -0.691
Cl: -0.317 -1.826 -6.844  0.557
H: -1.429 -0.264 -4.589  0.053
H: -1.518 1.335 -5.286  0.053
H: 0.522 0.012 -5.808  0.016
H: -0.166 0.465 -7.322  0.063
Cl: 3.881 5.409 -2.658  0.567
C: 3.294 3.734 -2.474  -0.668
C: 4.356 2.741 -2.035  -0.600
Cl: 5.617 2.784 -3.326  0.541
H: 2.979 3.290 -3.418  0.037
H: 2.426 3.722 -1.814  0.061
H: 3.949 1.733 -1.954  0.072
H: 4.768 3.073 -1.082  0.056
Cl: 2.256 2.683 -7.977  0.496
C: 2.168 2.540 -6.162  -0.637
C: 0.979 3.247 -5.637  -0.739
Cl: 0.930 4.908 -6.096  0.570
H: 3.139 2.748 -5.712  0.068
H: 2.046 1.483 -5.923  0.019
H: 0.953 3.255 -4.548  0.054
H: 0.003 2.819 -5.868  0.054
Cl: 3.746 -0.816 -6.587  0.585
C: 3.447 -1.486 -5.002  -0.709
C: 4.242 -0.762 -3.936  -0.675
Cl: 5.955 -1.273 -3.814  0.513
H: 3.697 -2.546 -5.059  0.034
H: 2.389 -1.321 -4.797  0.044
H: 3.844 -0.883 -2.929  0.063
H: 4.110 0.313 -4.066  0.032
Cl: 2.250 -4.126 -3.119  0.580
C: 1.076 -3.972 -1.786  -0.631
C: -0.137 -3.120 -2.177  -0.637
Cl: -1.262 -3.899 -3.350  0.516
H: 1.552 -3.528 -0.911  0.066
H: 0.756 -4.995 -1.587  0.059
H: 0.066 -2.116 -2.549  0.056
H: -0.696 -2.978 -1.252  0.046